The following is a DFT calculation (wB97M-V/def2-TZVPD) of an isolated ion of composition C23H31N4O5S2 and charge +1 in a non-equilibrium geometry.

The geometry in XYZ format:
```
65
Properties=species:S:1:pos:R:3:forces:R:3:mulliken_charge:R:1
H -1.4943 -2.0410 -2.9270 -0.069 0.046 -0.085 0.473
N 2.8149 0.9576 -0.6902 -1.072 -0.223 0.347 0.164
H 2.1263 1.5903 -2.5159 0.131 0.010 -0.206 0.304
H 0.7632 4.1929 -0.0817 0.118 0.012 -0.011 0.201
H 3.8894 1.4531 -2.3896 -0.012 0.002 0.028 0.368
H -4.3981 -2.9111 1.4243 0.058 0.064 -0.024 0.195
C -1.0262 -1.9364 -1.9598 0.184 -0.123 0.132 -1.150
O 3.0037 -1.7843 -0.5988 0.207 0.253 0.057 -0.332
H 4.4301 -3.7097 1.6537 0.009 -0.027 0.074 0.445
C -1.3399 4.5016 -0.4009 0.254 0.616 -0.102 -0.320
C 3.8826 0.3487 0.0692 0.293 -0.656 0.313 -1.428
H 0.2771 5.8864 -0.1821 -0.002 0.070 -0.026 0.419
C -1.4393 -2.7381 -0.8987 0.481 -0.145 -0.066 0.621
C -3.0073 1.1403 -0.6242 -0.109 -0.366 -0.016 0.601
O -2.1640 -1.1635 2.8158 0.313 0.175 0.241 -0.654
S -3.6687 -0.0147 -1.7284 0.113 -0.065 0.638 -0.240
H -0.0431 4.9755 1.2829 0.023 0.019 0.099 0.354
N -3.7972 -2.5953 -0.8233 -0.728 -0.202 -0.232 -0.149
H -2.1489 5.1408 -0.0375 -0.042 -0.150 -0.079 0.349
O 1.3248 0.8974 1.3201 0.353 -0.499 0.204 -0.870
C -2.7412 -3.4708 -1.0492 0.188 0.138 0.131 -0.237
C -0.7905 -2.6625 0.3274 0.131 -0.112 -0.296 -0.804
H 0.2189 -0.2932 -2.5470 -0.035 0.075 -0.157 0.529
H -2.5912 1.2551 2.6298 0.083 0.120 -0.010 0.844
C 3.9978 -2.7927 1.2638 -0.157 0.069 -0.259 -0.600
C -0.0048 4.9094 0.1997 -0.109 -0.117 0.021 -1.089
H 4.7684 0.9856 -0.0060 -0.071 0.002 0.036 0.321
H -3.6606 -3.1305 2.9735 0.014 0.043 -0.009 0.280
H 2.8992 -0.0178 -2.5675 0.054 0.008 -0.035 0.338
C -3.1183 -0.7660 0.6911 -0.320 -0.040 -0.403 -0.421
H -3.5913 3.1829 -0.9546 0.221 0.060 0.009 0.393
C -2.9477 -1.5258 1.9643 -0.359 -0.171 -0.247 0.160
C 2.9417 0.9829 -2.1297 -0.161 0.050 -0.531 -1.012
C -2.7543 0.6096 0.6017 -0.045 0.128 -0.270 0.138
H 5.8269 -2.4277 0.1678 0.035 0.034 0.035 0.342
H -1.2833 4.5959 -1.4869 -0.124 -0.095 0.044 0.370
C -2.0937 1.4128 1.6726 0.104 0.059 -0.006 -0.430
O -2.9206 -4.6205 -1.3317 0.068 -0.286 -0.090 -0.595
C 4.2250 -1.0757 -0.3965 0.292 0.368 -0.054 0.489
H 5.4907 -1.1893 1.3852 0.098 0.028 0.037 0.336
H 3.5378 0.3356 1.1040 0.301 -0.042 0.050 0.501
S 1.2962 0.7346 -0.1024 -0.547 0.936 0.019 1.625
N -1.6702 3.0906 -0.0909 0.384 -0.233 -0.226 1.313
H -1.0645 -3.3310 1.1281 -0.093 0.002 0.137 0.477
H 3.4457 -2.2895 2.0580 -0.041 -0.030 0.065 0.225
N -3.7284 -2.6148 2.1107 -0.103 -0.338 0.238 -0.233
C 0.4639 -0.8036 -0.4874 0.191 0.434 0.110 1.763
C -2.6962 2.5501 -1.0086 -0.505 -0.175 -0.410 -1.003
C 3.0872 -3.0370 0.0660 0.084 -0.375 0.138 -0.306
C -3.5981 -1.2574 -0.4961 0.029 0.995 0.076 0.449
C -2.0966 2.8937 1.3124 -0.128 -0.293 0.759 -1.191
C 5.0382 -1.8536 0.6530 -0.099 0.008 -0.166 -0.847
H -2.3135 2.5838 -2.0316 0.091 0.150 0.129 0.482
H 4.7627 -1.0243 -1.3528 -0.053 -0.037 0.102 0.368
C 0.1519 -1.6695 0.5414 0.054 -0.007 0.133 -0.703
H 2.0737 -3.3432 0.3261 0.077 -0.053 -0.032 0.140
H -1.4099 3.4252 1.9694 -0.042 0.066 -0.127 0.403
H 3.5257 -3.7822 -0.6107 -0.083 0.016 0.071 0.344
C -0.0643 -0.9651 -1.7537 -0.072 -0.033 -0.163 -1.069
H -0.7798 2.5222 -0.2592 -0.557 0.252 0.116 -0.437
H -3.0983 3.3186 1.4247 0.100 0.076 -0.106 0.343
O 0.4729 1.7367 -0.7944 0.557 -0.461 -0.482 -1.166
H -1.0671 1.0535 1.7960 -0.088 0.058 0.132 0.100
H -4.7092 -2.9100 -1.1343 0.104 -0.052 0.039 0.279
H 0.5840 -1.5152 1.5167 0.027 -0.033 0.164 0.440
```
Forces are in eV/Å.

The energy relative to the best compared isomer or geometry (same formula, charge and spin) is 0.00 kJ/mol. As for the largest force on an atom: 1.1 eV/Å. For the total energy, the calculation gives -62217.51305 eV. The total charge is +1.

---

The following is a DFT calculation (wB97M-V/def2-TZVPD) of C6H8ClIN3O as an isolated structure in a non-equilibrium geometry.

The geometry in XYZ format:
```
20
Properties=species:S:1:pos:R:3:forces:R:3:mulliken_charge:R:1
C 2.0237 1.0042 1.5698 0.872 0.465 -0.685 -0.754
H -2.6248 -2.5883 0.3532 -0.117 -2.541 3.533 0.234
H 1.0883 -0.1788 2.9876 -0.386 -0.262 0.861 0.494
C 1.0936 -0.1342 1.9223 3.451 -0.358 0.827 -0.312
H -1.8629 -0.9919 -2.4970 0.911 1.184 1.133 0.405
N -0.6439 -0.7519 0.5596 -2.738 -0.528 -1.504 -0.288
O 2.1099 2.1331 -1.8432 -0.957 0.766 -1.225 -0.335
N -2.5321 -1.9200 -0.2949 2.564 4.234 -2.107 -0.285
C -0.1761 0.1062 1.3464 -2.234 0.108 -1.573 0.428
H 2.8325 1.5090 2.1431 -0.957 -1.004 0.370 0.339
N 1.5301 2.1637 -0.6302 0.387 -0.321 1.838 -0.134
H -0.3911 0.0117 -1.9848 -0.781 -0.356 0.595 0.264
I 1.6135 -2.1527 1.2542 1.116 0.074 0.571 0.131
C -1.4102 -0.3156 -1.6722 -0.807 0.134 -3.089 -0.992
H -2.0797 0.5758 -1.6485 0.506 -0.379 0.067 0.276
H -2.8566 -2.1825 -1.1727 -1.054 -0.508 -1.595 0.213
C 1.8857 1.5517 0.3866 -0.119 0.506 -1.820 0.425
H 2.8607 1.5617 -1.9747 0.760 -0.854 0.758 0.348
Cl -0.9227 1.5988 1.6007 -0.677 0.400 0.374 -0.034
C -1.5380 -1.0001 -0.4054 0.262 -0.757 2.671 0.576
```
Forces are in eV/Å.

The energy relative to the best compared isomer or geometry (same formula, charge and spin) is 0.00 kJ/mol. As for the largest force on an atom: 5.4 eV/Å. For the total energy, the calculation gives -33481.47911 eV. The total charge is +1.

---

The following is a DFT calculation (wB97M-V/def2-TZVPD) of the molecule C5H8O.

The geometry in XYZ format:
```
14
Properties=species:S:1:pos:R:3:forces:R:3:mulliken_charge:R:1
H 0.6096 -0.2170 1.5913 0.048 0.054 -0.148 0.358
H -1.9760 -0.0895 -1.2337 0.070 -0.030 0.157 0.279
C -0.5810 0.9826 0.1754 -0.038 0.181 0.014 -0.780
O 2.5844 -0.3393 -0.7367 -0.331 0.289 0.318 -0.484
C -1.4705 -0.2025 -0.2706 -0.175 -0.028 -0.058 -0.448
C 0.5425 -0.0372 0.5102 0.114 -0.027 0.031 0.338
C 1.9042 0.3373 -0.0021 0.124 -0.197 -0.153 -0.244
H -2.2170 -0.4705 0.4831 0.124 0.053 -0.097 0.230
H -0.3546 -2.0888 0.2814 0.023 0.136 -0.096 0.299
C -0.2364 -1.1348 -0.2382 0.026 -0.179 -0.044 -0.725
H -0.9478 1.6032 0.9981 0.060 -0.111 -0.144 0.303
H 2.2497 1.3436 0.3232 0.064 -0.086 -0.014 0.346
H 0.1979 -1.3257 -1.2237 -0.072 0.040 0.133 0.244
H -0.3050 1.6386 -0.6575 -0.037 -0.096 0.100 0.283
```
Forces are in eV/Å.

The energy relative to the best compared isomer or geometry (same formula, charge and spin) is 112.91 kJ/mol. As for the largest force on an atom: 0.5 eV/Å. For the total energy, the calculation gives -7361.08505 eV. The total charge is 0.

---

> total charge of number 1 (C23H31N4O5S2)?

+1

---

Repeat the second record exactly.
The following is a DFT calculation (wB97M-V/def2-TZVPD) of C6H8ClIN3O as an isolated structure in a non-equilibrium geometry.

The geometry in XYZ format:
```
20
Properties=species:S:1:pos:R:3:forces:R:3:mulliken_charge:R:1
C 2.0237 1.0042 1.5698 0.872 0.465 -0.685 -0.754
H -2.6248 -2.5883 0.3532 -0.117 -2.541 3.533 0.234
H 1.0883 -0.1788 2.9876 -0.386 -0.262 0.861 0.494
C 1.0936 -0.1342 1.9223 3.451 -0.358 0.827 -0.312
H -1.8629 -0.9919 -2.4970 0.911 1.184 1.133 0.405
N -0.6439 -0.7519 0.5596 -2.738 -0.528 -1.504 -0.288
O 2.1099 2.1331 -1.8432 -0.957 0.766 -1.225 -0.335
N -2.5321 -1.9200 -0.2949 2.564 4.234 -2.107 -0.285
C -0.1761 0.1062 1.3464 -2.234 0.108 -1.573 0.428
H 2.8325 1.5090 2.1431 -0.957 -1.004 0.370 0.339
N 1.5301 2.1637 -0.6302 0.387 -0.321 1.838 -0.134
H -0.3911 0.0117 -1.9848 -0.781 -0.356 0.595 0.264
I 1.6135 -2.1527 1.2542 1.116 0.074 0.571 0.131
C -1.4102 -0.3156 -1.6722 -0.807 0.134 -3.089 -0.992
H -2.0797 0.5758 -1.6485 0.506 -0.379 0.067 0.276
H -2.8566 -2.1825 -1.1727 -1.054 -0.508 -1.595 0.213
C 1.8857 1.5517 0.3866 -0.119 0.506 -1.820 0.425
H 2.8607 1.5617 -1.9747 0.760 -0.854 0.758 0.348
Cl -0.9227 1.5988 1.6007 -0.677 0.400 0.374 -0.034
C -1.5380 -1.0001 -0.4054 0.262 -0.757 2.671 0.576
```
Forces are in eV/Å.

The energy relative to the best compared isomer or geometry (same formula, charge and spin) is 0.00 kJ/mol. As for the largest force on an atom: 5.4 eV/Å. For the total energy, the calculation gives -33481.47911 eV. The total charge is +1.

---

> Which value of energy relative to the best compared isomer or geometry (same formula, charge and spin) does entry 2 give?

0.00 kJ/mol